Entry 1:
85
Properties=species:S:1:pos:R:3 method="wB97M-V/def2-TZVPD" de_lowest_kj_mol=0.0 largest_force_ev_per_a=0.861 total_charge=-2 homo_lumo_gap_ev="5.581 / 6.256" homo_ev="-1.76 / -2.44" spin_multiplicity=4
H -4.04540 2.65657 -5.06881
H -2.65700 0.60764 -5.78645
H 5.03014 -3.95898 1.03679
C -4.40833 1.85125 2.09824
H 1.52348 -3.57708 0.13394
H 1.14221 -3.07605 -2.26343
C -2.03825 -2.91259 -1.15227
O -1.87253 -0.01448 0.23183
H -0.82507 1.71398 -2.95965
C 5.22929 2.44880 0.01202
H 2.65101 1.87326 3.90423
H 6.56316 1.43402 2.95542
C -1.82679 -3.14494 0.20016
C -0.33683 1.58427 5.46887
Br -6.20053 1.65170 2.68672
H 1.18445 -2.10738 3.52819
O 0.94297 1.05284 -5.03401
H -2.61043 0.14785 -2.05079
C -3.58992 2.59530 -4.07780
C -0.98296 -2.92414 -2.05861
C -2.36765 3.11663 1.94059
H -0.37022 -3.58189 1.71732
H -1.26597 -3.64566 -4.05882
Br -4.44678 4.35873 3.47755
C -0.32905 0.33927 3.41473
O -0.55461 2.22548 0.68392
H 2.08706 -4.32072 4.12710
H -1.30027 1.25916 -4.87405
C 4.19120 -3.55298 1.58919
C -3.20168 1.15084 -3.76295
C -1.76407 2.13858 1.15874
C 2.53896 -3.75623 3.31978
V -0.13980 0.72538 -0.64049
C -0.54812 -3.40888 0.66236
H 4.01146 -5.25672 2.88503
C -2.19534 0.63965 -4.79552
C 0.99180 0.71701 3.17300
C 3.66340 1.07398 1.22550
H -3.03945 -2.68077 -1.50163
H 4.12303 -1.75433 0.42890
S 1.85132 0.10325 -4.39414
H 5.47542 3.02036 -0.87411
Br -4.73605 -0.74921 0.86555
H -2.65705 -3.07901 0.89183
H -1.84885 -0.36436 -4.54709
H 1.48319 2.62105 5.93601
C 3.98576 1.83283 0.10278
C -2.49365 0.92484 0.88114
Br -1.29959 4.62810 2.34998
C 6.15140 2.31546 1.03879
H -0.40365 -2.11011 -3.96643
C 3.67929 -2.30839 1.24930
H 4.37597 0.30819 3.10602
C -3.68381 2.98466 2.41611
H -4.29858 2.96685 -3.33528
C 3.61910 -4.28097 2.62441
C 0.97733 1.96648 5.23567
O 3.25876 0.42307 -4.56532
C -4.44827 0.27006 -3.76146
C 0.30612 -3.15062 -1.57713
C 2.59223 -1.77537 1.94041
C 1.63770 1.53808 4.09119
H -2.71127 3.24355 -4.07811
H 3.28116 1.91143 -0.71913
H -1.63016 2.70483 -1.88380
S 1.53974 0.30452 -2.31199
C 0.51773 -3.40666 -0.23112
H -2.02831 0.49558 4.71108
C 5.83920 1.55206 2.15731
O 1.52366 -1.29048 -4.67864
H -0.85910 1.94244 6.34780
C -3.80812 0.83827 1.33054
N -1.45703 1.74462 -2.15687
H 7.12059 2.79496 0.96479
H -2.16719 -2.17827 -3.68866
H -0.86337 -0.26099 2.68310
C -0.99129 0.76893 4.55660
H -4.93545 0.30072 -4.73811
C 2.02930 -2.50916 2.97915
H -5.15021 0.60502 -2.99616
C -1.21708 -2.69089 -3.52541
C 4.60308 0.92870 2.24553
N -2.70324 1.10174 -2.38487
Sb 1.76798 0.09416 1.28298
H -4.18129 -0.76871 -3.54904

=====

Entry 2:
95
Properties=species:S:1:pos:R:3 method="wB97M-V/def2-TZVPD" de_lowest_kj_mol=0.0 smiles="O=[N+]([O-])c1ccccc1.O=[N+]([O-])c1ccccc1.O=[N+]([O-])c1ccccc1.O=[N+]([O-])c1ccccc1.O=[N+]([O-])c1ccccc1.ClCCl.ClCCl.ClCCl.ClCCl.ClCCl" largest_force_ev_per_a=3.578 total_charge=0 homo_lumo_gap_ev=8.585 homo_ev=-9.99
C -1.68070 0.47772 -4.86490
C 4.37807 1.21574 -4.07409
H 5.71529 0.22262 -5.47093
C -1.16140 -4.87207 -0.09461
Cl -4.42509 -0.97764 1.61497
C -2.87161 2.57010 -4.89032
C -2.66608 3.48206 -0.65157
H -1.79919 5.89775 3.76330
O -5.15930 2.53032 -5.46679
C -2.08726 2.61674 2.84174
H 5.79335 -4.02822 0.18930
C -0.70824 2.51878 -4.00050
H -2.08026 -2.95593 6.73740
H 3.59009 -0.69053 -0.85482
C 4.79000 0.14681 -4.81878
H 0.13470 0.50710 -3.90270
Cl 3.64300 -0.95814 4.73460
O -2.20071 -3.79797 3.85870
Cl 3.71850 -2.61959 0.62231
H 0.20732 2.93807 -3.51450
H 4.45031 -1.82283 -5.42497
Cl -1.64540 -1.77181 8.79118
N -4.18508 3.19923 -5.14734
H 4.83673 2.17800 -4.22505
C -1.71155 -4.46084 1.21132
C -1.29415 3.61249 -0.60122
H -4.56835 -1.59944 3.83060
C 0.23839 3.21509 3.13138
C -0.74884 2.27525 2.76930
O -4.21460 4.41296 -5.05566
C 6.00967 -4.90228 -0.45310
C -0.23110 -4.09240 -0.74791
H -2.44170 -5.04719 1.71171
H -3.71695 0.80630 -5.70952
H -4.34249 2.15128 -0.88469
O 1.28874 3.63483 0.28792
C -0.06181 -2.61220 1.20866
H -1.64743 -0.57953 -5.03335
H -1.53654 -5.75178 -0.51484
H -3.47803 4.18979 3.11519
O 1.56113 1.65026 -0.50805
H -2.93600 0.12803 -1.13075
Cl 5.81621 -0.40663 0.16290
H 6.19065 -4.60549 -1.47260
C -0.17633 4.45598 3.52878
O 2.02859 -3.30126 -4.79448
C -2.45075 1.11509 -0.95114
C -1.83978 3.25950 -4.26836
Cl 4.66458 -6.00587 -0.34275
C 4.13740 -1.09294 -4.75988
N -0.27858 0.97476 2.25840
H 0.25651 -4.36300 -1.66001
H -3.29662 4.38893 -0.60156
C -0.73293 1.11668 -4.16345
C -4.39851 -0.68213 3.32057
O 1.31773 -2.41833 -2.99446
H -3.57038 -0.14458 3.63364
O -1.12093 -1.95429 3.66057
H -0.84440 4.56414 -0.35467
O -1.15516 0.17852 1.94802
C 1.95394 -1.49836 4.41277
H 1.04576 -2.34980 -0.53356
H -1.98077 4.29574 -4.02701
Cl -3.60440 -1.29769 6.70599
N 0.87037 2.58505 -0.21695
C -1.51488 4.85339 3.53841
C -1.07942 -3.39956 1.81228
H 1.72363 -0.24628 -2.51051
C 2.99032 -1.21705 -3.99327
H 2.05194 -2.25135 3.60945
O 0.90164 0.73143 2.19107
H 1.28652 2.94872 2.96418
C -2.01417 -1.94723 7.08125
H 3.60726 -0.28115 0.89663
C -1.09391 1.18360 -0.77365
H -0.40159 0.36955 -0.74215
Cl 7.54173 -5.56502 0.13040
N 2.08064 -2.42477 -3.92830
Cl 1.19357 -2.15699 5.78652
C -2.44480 3.92428 3.13859
C -3.26724 2.23362 -0.82208
H 2.93023 1.92615 -2.63474
C 0.32110 -2.99599 -0.04966
C 2.58327 -0.11988 -3.19095
H -2.84002 1.94013 2.59799
H 1.35912 -0.63897 4.08521
C 3.28570 1.07777 -3.19608
C -0.52795 2.45990 -0.57927
H 0.43791 -1.70182 1.59732
H 0.60873 5.15643 3.75980
C 4.05845 -0.95180 0.12858
C -2.81330 1.26125 -5.26694
H -1.33173 -1.42887 6.41823
Cl -5.71639 0.44893 3.88655
N -1.50398 -3.03935 3.19567

=====

Entry 3:
102
Properties=species:S:1:pos:R:3 method="wB97M-V/def2-TZVPD" smiles="Cc1ccccc1Cc1c(F)c([PH2]=N)cc2ncc(CC(C)C)nc12.FC(F)C(F)(F)COC(F)(F)C(F)F.FC(F)C(F)(F)COC(F)(F)C(F)F.FC(F)C(F)(F)COC(F)(F)C(F)F" largest_force_ev_per_a=4.062 total_charge=0 homo_lumo_gap_ev=7.545 homo_ev=-8.42
H -8.69824 -4.62425 5.21464
F -2.34094 2.18765 -4.63501
H -2.78087 -3.17273 -1.64337
H 3.59673 -5.62420 -0.47652
F 8.45020 3.16184 -3.07388
C 0.89833 3.12269 0.50154
N 3.59516 0.52044 -0.68081
C 6.86858 4.69663 -4.33127
C -0.26777 2.69622 2.84765
F 6.16558 3.23000 -1.26952
C 3.00161 -0.55816 -0.02938
F -2.86091 4.29392 -3.43880
C -0.96212 4.63910 1.34323
H -1.13582 -1.59778 -0.38776
P 4.25095 -4.66890 0.35984
C -0.09495 3.22826 -4.07884
O -0.41480 3.00557 -5.45289
C 1.74065 -0.52613 0.73600
C -1.57027 -4.09301 2.19274
C 3.22259 -3.09541 0.52092
O -7.86160 -4.39796 3.30813
F -7.21443 -7.02388 3.52240
F -3.77277 3.17643 -6.76888
F -7.08352 -2.34048 3.28745
C -1.50521 -2.51991 0.14359
C -1.70983 2.57093 -5.76176
H 0.78187 2.87811 3.20268
H 0.08239 -2.08217 3.30551
F -6.70709 -3.54234 5.03595
H -0.14260 -3.97580 3.93706
H 5.44291 -5.22224 2.07504
C 7.26668 2.55030 -3.27687
C -6.90777 -6.60337 5.84291
C -1.08673 -2.85464 1.53400
F -8.86131 -7.43610 4.87447
H 7.92341 4.75558 -4.60793
F 7.54187 1.43579 -3.98995
H -2.86387 -5.87990 1.96403
H 5.52042 -4.38214 -0.24051
H -1.27574 2.53648 0.80732
H -1.47593 4.90914 2.29936
F -5.16623 -5.31256 3.31146
F -5.85711 -5.77081 5.71980
C 1.22126 -1.78781 1.38199
N 4.44346 -5.21507 1.85374
H -1.00029 -5.56631 3.75394
C 7.56343 6.09274 -2.24114
C -2.51473 -4.95733 1.43763
F -1.56287 1.45142 -6.50410
C 2.84573 1.63448 -0.46234
H 5.69223 1.53082 -2.17401
C -1.79592 4.62900 -2.68808
C 1.93512 -3.06512 1.28497
H 3.21716 2.59038 -0.93210
F 7.95074 5.02781 -1.51482
C -5.46431 -4.02439 3.03809
H 0.99630 3.19405 -4.05656
C -7.83916 -6.56355 4.63029
H -0.56001 1.61014 2.94973
H -7.44673 -6.35289 6.75943
F -2.02602 5.88449 -2.22524
F -4.43478 -3.27651 3.50107
C -6.78050 -3.59414 3.69101
H -0.60452 -0.81114 2.18017
H 1.62724 3.76704 1.08485
C 3.71070 -1.88799 -0.12258
C -1.11789 -4.44754 3.64404
C 6.57046 2.15064 -1.97349
C -8.48519 -5.20064 4.31175
C -2.94690 -4.58488 0.07310
H 0.73850 3.53772 -0.52949
C 1.58179 1.72157 0.33833
C -0.44507 3.10873 1.32078
H -0.41138 2.39248 -3.45028
H -1.75405 3.96216 -1.82290
H -2.03649 3.77868 -7.54032
F 5.33964 5.35952 -2.66155
H -0.01661 5.26954 1.31017
O 6.45868 3.34821 -4.09728
F 7.41255 1.45493 -1.17259
H -1.87662 -4.08696 4.40477
H 6.32849 4.97988 -5.23681
C -0.11962 -1.82046 2.23068
H -1.53590 4.91262 0.41634
C 6.48551 5.74649 -3.26952
F -6.39786 -7.85228 5.99722
C -0.48372 4.59189 -3.47325
H -3.66543 -5.23841 -0.47538
H -5.51316 -3.91258 1.95184
N 1.00510 0.64036 0.92576
C -2.43464 -3.37728 -0.60208
H 4.65917 -1.93836 -0.71761
F 7.08890 7.01154 -1.36131
F -2.58345 4.78624 -5.92426
C -2.50316 3.60357 -6.56771
F -0.47230 5.52648 -4.44957
H 8.44250 6.52434 -2.72504
H -9.46633 -5.42860 3.89070
F 6.18309 6.89502 -3.94319
F 0.51751 4.93888 -2.60955
H -0.95846 3.26317 3.53519
F 1.50731 -4.21697 1.88279

=====

Entry 4:
85
Properties=species:S:1:pos:R:3 method="wB97M-V/def2-TZVPD" de_lowest_kj_mol=176.9 largest_force_ev_per_a=1.147 total_charge=-1 homo_lumo_gap_ev="3.615 / 6.141" homo_ev="-1.71 / -4.24" spin_multiplicity=4
H 1.70832 -0.81324 -2.57931
C 1.81316 -4.79083 -0.35394
C 2.42552 2.78926 -0.54032
H 5.08758 6.45639 -3.31794
H 3.24718 -1.65615 -2.79797
N -0.67359 -6.02471 2.46645
S 1.93992 -2.98163 -0.58487
C -6.31973 3.06956 -0.43364
C 2.17604 -1.70509 -2.99430
C 3.80799 4.71881 -3.40331
H 1.98264 -3.86190 -2.83163
C 4.54476 5.71063 -2.75114
C -2.97692 0.48616 -0.91916
C 4.44396 0.08662 0.72321
C 3.11345 3.76580 -2.69030
H -6.56610 -0.70532 -1.86248
H -5.01296 -1.31408 -1.30759
C -4.92396 3.45185 -0.01671
H 0.44910 -4.98917 4.63952
O -0.87674 0.43693 3.20430
H 0.91978 -2.57631 5.02371
H -6.81715 3.93765 -0.87106
C -0.46316 -4.66081 2.72357
N 3.19734 -1.21571 2.80669
H -7.29772 1.53487 -1.60021
C -0.53968 -2.36843 1.98647
H -5.49656 5.41016 0.67282
C -2.54352 2.96633 0.14821
H -5.09013 -0.26669 -2.73263
Tc 1.55680 1.54671 0.35686
H -1.43425 -6.20223 1.82888
H 2.01874 -1.71922 -4.07437
H 3.91791 -5.02826 -0.67475
C 2.60286 -0.25988 2.09196
C 4.44855 -1.49379 2.46702
O 0.55198 -0.02690 -0.67964
C -2.32706 4.23521 0.70265
H 3.89736 4.80146 0.45947
H 0.49401 -2.94565 -2.42602
H 5.13026 6.49005 -0.83322
C 0.16000 -4.25004 3.90054
C 3.87798 4.78036 -0.62307
C 1.58313 -2.95728 -2.37045
H -6.90684 2.78360 0.44541
F -3.20611 6.29288 1.41917
C 2.99456 -5.54835 -0.93195
N 1.34647 0.19773 2.23633
C -3.39968 5.06569 0.88471
C 3.12647 3.76177 -1.26876
H -3.15113 -0.49606 -1.32769
C -5.42159 0.78849 -0.87049
C 4.56599 5.72453 -1.35451
H 3.03460 -6.55874 -0.52289
S 0.37159 -0.24302 3.43676
C -0.81056 -3.70610 1.76857
H -1.32321 4.52924 0.97180
H -0.76199 -6.58635 3.29901
C -0.66660 -0.26593 -0.95964
O 3.39162 -2.65530 -0.42820
H 2.94055 -5.62779 -2.01796
C -1.40605 2.08933 -0.05652
C -4.68637 4.70679 0.52987
C 0.42405 -2.90756 4.12124
O 0.99474 -0.11134 4.72888
N -4.04640 1.28969 -0.72228
H -1.27696 -4.01122 0.83819
H 6.15400 -1.13578 1.18946
H 4.92789 -2.27675 3.04700
O -0.28023 2.51893 0.30365
H 2.54455 3.00058 -3.20407
H -5.78635 0.53775 0.13495
H -5.87873 2.23662 -2.37863
C -6.29071 1.91381 -1.41785
C -5.51270 -0.45121 -1.74342
H 4.86464 0.62146 -0.11937
H 1.74354 -4.92923 0.72591
O -1.06869 -1.32091 -1.46646
C -3.85111 2.57211 -0.19486
H 3.77915 4.69551 -4.48718
N 3.19834 0.39268 1.04831
H 0.85537 -5.09100 -0.78606
C 0.06719 -1.96953 3.16886
H -0.78880 -1.63820 1.22638
C 5.14213 -0.86196 1.44386
C -1.68368 0.81164 -0.64189

=====

Entry 5:
83
Properties=species:S:1:pos:R:3 method="wB97M-V/def2-TZVPD" largest_force_ev_per_a=1.302 total_charge=+2 homo_lumo_gap_ev="6.113 / 6.580" homo_ev="-12.22 / -12.22" spin_multiplicity=2
H -2.71153 -0.27431 -2.72823
H 4.98640 -2.91836 1.45372
C -2.69667 -2.16404 1.66413
O -1.35759 -1.23187 -1.46245
C -1.65254 -4.27328 1.80944
H 0.02012 -5.84111 -0.66986
H -1.37422 -1.38287 -4.15654
H -5.27638 8.36606 -2.84520
H -2.25523 -1.90924 0.69796
O 4.04685 -0.32053 -0.14059
C -0.79828 -4.43954 0.72549
H -2.81221 -1.26720 2.26776
H -3.67225 -2.62951 1.51378
N 0.65796 -2.15008 1.87856
C -1.73888 6.94827 -2.46086
H 6.34973 -0.62181 -0.88233
N -0.65251 6.14002 -2.20509
C 1.60655 0.04301 4.65607
C 1.07398 -0.99799 3.92501
C -2.65713 -1.12376 -2.04543
H -0.65519 0.67991 -0.13007
H -1.01890 8.84983 -3.23880
N 1.14401 -1.46847 -0.27639
C -2.29975 -5.37415 2.35581
C -0.30145 -1.41169 -2.29985
H 1.46641 0.08825 5.72491
C -1.86542 8.23828 -2.95937
H 0.08213 -2.73684 2.47787
H -3.31569 9.70402 -3.46492
H 3.13157 1.74733 2.15950
H -5.01382 6.05340 -1.95333
C -1.12522 4.95688 -1.72618
C 1.24354 -1.03919 2.53007
C -3.15693 8.70522 -3.08114
H -3.34537 -0.96814 -1.21985
C -0.95439 2.67154 -0.87198
C 1.77246 2.69978 -0.99380
H -2.92915 -2.03812 -2.57417
H 6.70126 -2.03405 0.05592
N 6.04403 -1.33416 -0.24087
C -0.19680 1.58702 -0.49453
H -2.03209 2.64426 -0.80931
C -2.13126 -6.63612 1.81602
C -2.84960 6.14848 -2.09995
H -2.64768 -7.48252 2.24666
C -0.63968 -5.71344 0.18107
C -0.30847 3.82035 -1.33093
C 1.97410 -0.06176 1.88213
N -0.11324 -3.37593 0.06677
H 1.65343 4.68233 -1.72492
H 0.03003 -3.52187 -0.92304
N -2.44912 4.93486 -1.65496
C -4.16493 6.66057 -2.23489
H 3.04751 -1.78620 -2.03170
O 0.37454 -2.04108 4.43862
O -1.83926 -3.04299 2.39872
H 2.76716 1.84898 4.58335
C 0.73077 -1.59044 -4.47393
C 1.97990 -1.68559 -3.89062
C -4.29603 7.92729 -2.72249
H -1.15926 -7.78107 0.27486
C 0.07662 -2.01744 5.83553
H -2.94344 -5.20613 3.20924
H 3.48316 -2.06267 1.54116
N 4.38373 -2.19115 1.10894
H -0.51491 -2.90493 6.03227
C 2.52895 0.98324 2.64273
C 2.08109 -1.67388 -2.50548
C 4.80213 -1.26235 0.24146
H 2.85520 2.67071 -1.02702
H 2.86726 -1.79165 -4.49830
C 0.53226 -2.30258 0.55675
H -0.49953 -1.12698 6.09030
N 1.14545 1.59505 -0.55989
C -0.40759 -1.45590 -3.68230
H 0.62474 -1.62441 -5.54956
C -1.30134 -6.80289 0.71242
C 1.08703 3.82648 -1.38753
H 0.31055 6.39402 -2.34002
C 2.34181 1.04113 4.00407
Fe 2.17520 0.03603 0.07684
H 0.99214 -2.05060 6.42715
C 0.95920 -1.54971 -1.69440